# 1
21
Properties=species:S:1:pos:R:3:forces:R:3 method="wB97M-V/def2-TZVPD" molar_mass_g_mol=266.32 smiles="O=C(O)C[C@H](Sc1nnc(S)s1)C(=O)O" multiplicity=1 orbital_gap_ev=9.1834 max_force_ev_per_a=2.03 e_tot_ev=-49994.801 de_lowest_kcal_mol=14.4
O 1.970692 3.717952 0.942872 0.1 0.3 0.6
C 1.066636 2.943758 0.823258 0.0 -0.6 -0.1
O 0.359635 2.423091 1.875216 0.5 0.7 -0.9
C 0.665151 2.507759 -0.567843 -0.3 -1.6 -0.6
C 0.078450 1.068981 -0.684172 -0.5 -1.1 1.0
S 1.373236 -0.117266 -0.090011 -0.4 -0.2 0.3
C 0.427720 -1.515884 0.470255 -1.1 0.0 0.4
N -0.878327 -1.583114 0.517837 0.8 0.0 0.0
N -1.359489 -2.787689 0.991101 1.0 0.1 -0.2
C -0.404962 -3.627511 1.294853 -1.0 0.3 -0.2
S -0.853248 -5.309150 1.739955 -0.3 0.8 -0.2
S 1.197383 -2.957477 1.089490 -0.3 -0.3 -0.2
C -0.450452 0.615232 -2.058974 -0.3 2.0 -0.2
O -0.879367 1.483592 -2.804398 0.4 -1.5 0.4
O -0.491343 -0.711302 -2.328899 0.4 1.4 0.8
H 0.716706 2.886371 2.654129 -0.1 -0.2 -0.1
H 1.531409 2.586781 -1.236455 -0.1 0.3 0.4
H -0.095458 3.187012 -0.918692 -0.3 0.3 -0.2
H -0.821016 1.027751 -0.015728 0.8 -0.3 -0.3
H -2.196259 -5.103706 1.470111 1.1 0.0 0.2
H -0.957097 -0.735183 -3.163904 -0.3 -0.3 -0.7

---

# 2
17
Properties=species:S:1:pos:R:3:forces:R:3 method="wB97M-V/def2-TZVPD" molar_mass_g_mol=152.13 smiles="Cc1ccncc1N=[N+]([O-])[O-]" multiplicity=1 orbital_gap_ev=7.7370 max_force_ev_per_a=6.25 e_tot_ev=-14881.183 de_lowest_kcal_mol=116.5 charge=-1
C -0.124501 -1.892282 -0.252195 1.7 2.3 0.6
C 0.487992 -0.460512 -0.055181 -2.4 0.0 0.3
C 1.831307 -0.156443 0.139724 0.0 -1.1 0.8
C 2.327975 1.091652 0.322941 1.3 0.3 -2.0
N 1.574748 2.204863 0.105356 1.2 0.8 1.0
C 0.311727 2.128386 -0.021807 -2.1 -5.9 -0.1
C -0.438915 0.596634 -0.121798 3.7 3.3 0.7
N -1.721010 0.594215 -0.481921 -1.4 0.4 -0.3
N -2.668532 -0.134662 0.059587 -0.4 -0.8 1.3
O -2.522756 -0.829740 1.136470 0.5 1.0 -1.4
O -3.792008 -0.082580 -0.470653 0.4 -0.1 0.0
H -0.825195 -2.064072 0.575024 0.7 -0.5 0.1
H -0.822880 -1.576693 -1.028284 0.2 -1.4 -1.0
H 0.764444 -2.587571 -0.404262 -1.8 0.4 -0.2
H 2.483966 -1.013034 0.247873 0.4 0.0 -0.1
H 3.441919 1.200945 0.238388 -1.1 0.2 0.6
H -0.308274 2.980897 0.010741 -0.7 0.9 -0.4

---

# 3
16
Properties=species:S:1:pos:R:3:forces:R:3 method="wB97M-V/def2-TZVPD" molar_mass_g_mol=134.14 multiplicity=1 orbital_gap_ev=9.5785 max_force_ev_per_a=4.13 e_tot_ev=-12276.399 de_lowest_kcal_mol=77.5
C -2.328453 0.947401 -0.422291 2.6 0.2 -1.1
C 1.840801 -0.953808 -0.708366 -0.3 1.2 0.9
C 2.065888 1.252891 0.316921 -0.7 2.1 0.1
C -0.850132 0.743532 -0.610437 -1.0 1.3 -0.8
C 1.555083 -0.054650 0.384884 -0.8 -1.7 0.0
C -0.536956 -0.127865 0.629007 3.9 1.3 0.1
N -3.454253 1.029545 -0.330249 -2.0 0.2 0.4
N 1.978594 -1.695669 -1.564425 0.0 -0.9 -1.0
N 2.169982 2.403468 0.399842 0.4 -0.7 -0.2
N -0.951764 -1.384316 0.480141 -0.9 -1.8 3.5
H -0.748331 0.158538 -1.610570 0.1 0.7 1.9
H -0.319509 1.799795 -0.813120 -1.0 -2.6 1.1
H 1.912527 -0.519201 1.286483 0.0 -0.3 0.6
H -0.399256 0.254157 1.688785 -0.9 -0.1 -1.7
H -0.859855 -1.754808 -0.413895 -0.1 -1.0 -1.7
H -1.074371 -2.099006 1.287283 0.6 2.1 -2.1